Entry 1:
C29H32B2BrF2I2NO10P | wB97M-V/def2-TZVPD

Structure (ORCA input):
```
! RIJCOSX wB97M-V def2-TZVPD def2/J DEFGRID3
* xyz -1 1
C 2.8386 -3.7072 3.9959
C 1.9293 -2.6676 3.5718
C 2.2048 -1.9213 2.2106
C 3.6876 -1.5930 1.8756
C 4.0865 -0.8835 0.5591
C 5.6374 -0.6243 0.2917
C 6.0969 0.9036 0.4550
C 7.6839 1.1551 0.3282
C 8.5515 -0.1622 0.0093
C 8.5442 -0.5694 -1.5623
O 8.7037 -2.0087 -1.7392
C 7.5993 -2.5755 -2.4761
C 2.9524 -0.4856 -0.4502
B 3.4256 0.2693 -1.8138
O 3.7330 -0.4715 -3.0403
O 3.5403 1.7188 -1.9360
C 1.4617 -0.7845 -0.1839
C 1.1270 -1.5130 1.1694
C -0.4269 -1.8613 1.4222
O -0.7430 -2.8732 2.0960
C -1.5474 -0.8784 0.8209
C -2.9211 -0.6964 1.5433
C -3.3326 -1.4434 2.8927
C -4.0934 -2.8529 2.6351
N -3.6224 -3.4031 1.3082
C -3.9339 0.2767 0.8841
C -5.4211 0.5552 1.4608
I -5.8376 2.6936 1.7021
C -6.4214 -0.1774 0.3747
C -7.2638 -1.3883 1.0216
I -7.6876 1.2888 -0.6941
C -3.5906 1.0819 -0.4231
C -2.2026 0.8602 -1.1004
P -1.8463 1.8591 -2.6673
O -3.2310 1.6888 -3.6679
Br -1.7330 4.0309 -1.9131
C -1.1750 -0.1316 -0.5103
C 0.2571 -0.4613 -1.1578
O 0.3064 -0.4747 -2.4137
H 3.3225 -3.7348 5.0264
H 3.1231 -4.5144 3.2467
H 1.0801 -2.4360 4.2993
H 4.5192 -1.9074 2.6029
H 5.8525 -0.9304 -0.7898
H 6.2060 -1.2746 1.0566
H 5.6794 1.2597 1.4723
H 5.5742 1.5796 -0.3227
H 7.8449 1.9175 -0.5256
H 8.0807 1.5890 1.3210
H 8.3184 -1.0507 0.6964
H 9.6500 0.1156 0.2426
H 9.4914 -0.0874 -2.0200
H 7.6602 -0.1329 -2.1369
H 6.6269 -2.6346 -1.8494
H 7.3884 -1.9352 -3.4169
H 7.7990 -3.6593 -2.8187
H 4.7082 -0.5837 -3.1284
H 4.4211 1.8693 -2.3625
H -4.0532 -0.8218 3.5507
H -2.3852 -1.5655 3.5419
H -3.8470 -3.5312 3.5158
H -5.2210 -2.6862 2.5532
H -4.3527 -3.2267 0.5939
H -3.4922 -4.4231 1.4338
H -5.5866 0.0840 2.4901
H -5.7770 -0.6465 -0.4600
H -7.2625 -1.4075 2.1629
H -8.3178 -1.3989 0.5634
H -6.7873 -2.3908 0.6896
H -4.3704 1.7985 -0.8760
H -3.7043 2.5600 -3.6374
B -7.2799 6.6867 -3.0773
O -6.7502 5.3187 -2.9145
C -7.5473 4.6831 -2.0674
O -7.3915 3.5306 -1.7157
C -8.6241 5.5811 -1.6350
O -9.5143 5.3055 -0.8652
O -8.4780 6.7645 -2.2227
F -7.6332 6.9181 -4.4448
F -6.3068 7.6456 -2.6516
*
```

Properties
lowest unoccupied orbital energy	0.299	eV
gap between HOMO and LUMO	6.16	eV
energy	-154875.1793	eV

---

Entry 2:
C29H32BN12O3W | wB97M-V/def2-TZVPD

Structure (ORCA input):
```
! RIJCOSX wB97M-V def2-TZVPD def2/J DEFGRID3
* xyz 3 1
W 0.0075 -0.1005 0.4500
C 0.3551 3.9940 -0.7158
C -0.3478 2.8186 -0.8546
N -0.0904 2.0042 0.1915
N 0.8177 2.6495 0.9914
C 1.0820 3.8420 0.4621
B 1.1838 2.0986 2.4012
N 2.0474 0.7930 2.3212
C 3.2690 0.5713 2.8018
C 3.5673 -0.7852 2.6987
C 2.4585 -1.3510 2.1127
N 1.5172 -0.4024 1.9027
N -0.1618 1.6195 2.9727
C -0.7770 1.8107 4.1382
C -1.8577 0.9360 4.2239
C -1.8260 0.2054 3.0562
N -0.8009 0.6407 2.2843
H 0.3236 4.8567 -1.3582
H -1.0476 2.5391 -1.6229
H 1.7448 4.5275 0.9665
H 1.7348 2.9216 3.0525
H 3.8458 1.3811 3.2204
H 4.4605 -1.2870 3.0278
H 2.2768 -2.3798 1.8526
H -0.4171 2.5506 4.8356
H -2.5653 0.8526 5.0302
H -2.4800 -0.5865 2.7315
C -4.4026 -0.8988 0.7765
O -3.9261 -2.0057 1.5795
C -3.0907 -2.8928 1.0212
C -3.4488 -4.2400 0.9525
C -2.5812 -5.2027 0.4486
C -1.3148 -4.8519 0.0019
C -0.9085 -3.5214 0.0937
C 0.3907 -3.1256 -0.3373
N 0.8811 -1.9131 -0.3121
N 2.1438 -1.8195 -0.8909
C 2.5049 -0.5827 -0.9622
O 1.6401 0.3587 -0.5400
C 3.7913 -0.1447 -1.4671
C 4.0836 1.2226 -1.5255
C 5.3177 1.6387 -1.9904
C 6.2546 0.6958 -2.3977
C 5.9649 -0.6649 -2.3441
C 4.7372 -1.0917 -1.8795
C -1.7996 -2.5626 0.6043
O -1.3102 -1.3210 0.8057
H -5.4623 -1.0549 0.5894
H -3.8636 -0.8436 -0.1674
H -4.2680 0.0219 1.3402
H -4.4330 -4.5133 1.3118
H -2.9013 -6.2346 0.4065
H -0.6383 -5.5967 -0.3964
H 1.0498 -3.8763 -0.7659
H 3.3446 1.9487 -1.2135
H 5.5531 2.6927 -2.0412
H 7.2192 1.0231 -2.7623
H 6.7016 -1.3880 -2.6647
H 4.5033 -2.1463 -1.8287
C -0.5347 -2.5241 -5.0300
C -1.6765 -1.6102 -5.4631
C -3.0302 -2.1324 -4.9941
C -1.4454 -0.1593 -5.0389
N -1.3799 -0.0186 -3.5631
C -0.3654 -0.2244 -2.7468
N -0.8343 -0.0632 -1.5126
N -2.1455 0.2400 -1.6103
N -2.4780 0.2672 -2.8369
H -0.6528 -3.5093 -5.4785
H -0.5331 -2.6772 -3.9435
H 0.4419 -2.1426 -5.3367
H -1.6801 -1.5616 -6.5555
H -3.0787 -2.2018 -3.9028
H -3.2024 -3.1332 -5.3873
H -3.8497 -1.4972 -5.3301
H -2.2603 0.4875 -5.3575
H -0.5051 0.2307 -5.4269
H 0.6451 -0.4652 -3.0350
*
```

Properties
lowest unoccupied orbital energy	-11.542	eV
energy above the lowest of the compared OMol25 structures with the same formula, charge and spin	0.00	kcal/mol
gap between HOMO and LUMO	4.96	eV
energy	-57094.0043	eV

---

Entry 3:
C29H32BrCl48F5NO3Ta | wB97M-V/def2-TZVPD

Structure (ORCA input):
```
! RIJCOSX wB97M-V def2-TZVPD def2/J DEFGRID3
* xyz -2 1
C 2.7270 6.1950 1.3084
C 1.2395 6.3774 0.6329
C 0.0343 6.6597 1.7510
C 0.2341 5.5281 2.9207
C -1.1548 4.9828 3.6027
C -0.9182 3.8965 4.8065
C 0.2256 2.7618 4.5134
C -0.4160 1.4861 3.7121
C -0.4220 1.6761 2.0501
C -1.1624 0.4403 1.2835
Ta 0.2317 -1.3620 0.7516
O 1.3271 -3.1446 0.1444
C 2.0488 -0.5131 1.8924
N 2.8183 0.6002 1.2572
C -0.3087 -2.5463 2.6626
C -1.6570 -2.1044 3.4504
C -3.0781 -2.5230 2.7486
Br -3.2562 -4.4731 2.3016
C -1.6196 -2.3196 -0.3057
O -2.7107 -1.6458 -0.6948
O -1.6141 -3.7782 -0.5515
C 0.7154 -0.2824 -1.2353
F -0.2808 -0.7889 -2.2555
F 0.4690 1.2086 -1.2177
C 2.1762 -0.5145 -1.8800
F 2.7525 0.8386 -2.2270
F 2.0130 -1.2147 -3.1981
F 3.1928 -1.2155 -1.0940
H 2.7851 5.1061 1.7946
H 3.5331 6.1898 0.4440
H 2.9435 6.9775 2.1554
H 0.9613 5.3685 0.1064
H 1.2476 7.2989 -0.0875
H -1.0349 6.5263 1.2669
H 0.1656 7.7161 2.2548
H 0.9481 5.8581 3.7983
H 0.7498 4.5749 2.4206
H -1.8576 4.5030 2.7832
H -1.7679 5.8906 4.0627
H -0.6281 4.4297 5.8273
H -1.9394 3.3360 5.0320
H 0.5596 2.3464 5.5820
H 1.2065 3.1535 4.0095
H 0.0277 0.4596 4.0550
H -1.5738 1.4501 4.0020
H -1.1263 2.6282 1.8851
H 0.6185 1.9954 1.6236
H -1.5843 0.8826 0.2572
H -2.1134 0.1520 1.8999
H 1.8883 -3.3846 0.9631
H 1.8298 -0.1807 3.0184
H 2.8136 -1.4242 2.0103
H 2.3022 1.1481 0.5447
H 3.1053 1.3074 1.9978
H 0.5814 -2.5459 3.4583
H -0.4286 -3.6866 2.3491
H -1.6369 -2.6738 4.5008
H -1.7334 -0.9621 3.7313
H -3.3785 -1.8255 1.8272
H -3.9230 -2.3043 3.5637
C -4.7982 1.0176 -2.9617
Cl -5.4134 2.4560 -2.1089
Cl -5.6917 -0.4239 -2.4158
Cl -5.0233 1.2265 -4.7169
Cl -3.0646 0.8121 -2.6055
C -1.9561 9.0182 6.0228
Cl -1.7080 8.7551 4.2781
Cl -1.6054 7.5114 6.9064
Cl -0.8645 10.3072 6.5900
Cl -3.6463 9.4994 6.3164
C -3.0362 -3.4064 -4.4139
Cl -2.6379 -5.0949 -4.0080
Cl -4.6362 -2.9965 -3.7460
Cl -1.8061 -2.3221 -3.7167
Cl -3.0642 -3.2120 -6.1848
C -0.1487 -6.2068 -7.1059
Cl 0.9699 -5.8593 -8.4485
Cl -0.0468 -7.9338 -6.6798
Cl 0.2962 -5.2188 -5.6914
Cl -1.8140 -5.8152 -7.6038
C 2.6655 -5.2154 3.8843
Cl 2.1932 -4.3017 5.3392
Cl 3.1465 -4.0787 2.5994
Cl 4.0358 -6.2855 4.2741
Cl 1.2868 -6.1955 3.3249
C 4.1651 -4.6869 -1.4731
Cl 5.2837 -4.3395 -2.8156
Cl 4.2671 -6.4139 -1.0470
Cl 4.6101 -3.6989 -0.0586
Cl 2.4998 -4.2953 -1.9710
C 3.4391 0.1517 5.7374
Cl 4.9285 0.2322 6.7119
Cl 2.0506 -0.1858 6.8016
Cl 3.1872 1.7086 4.9083
Cl 3.5901 -1.1477 4.5279
C -4.3005 -3.9119 -10.2447
Cl -3.0616 -3.3656 -9.0866
Cl -3.5118 -4.4441 -11.7511
Cl -5.2137 -5.2703 -9.5406
Cl -5.4149 -2.5680 -10.6004
C 4.5508 2.9961 9.8135
Cl 3.3783 2.1622 10.8643
Cl 3.8828 3.1296 8.1672
Cl 4.8718 4.6259 10.4581
Cl 6.0703 2.0669 9.7644
C 9.1495 3.9943 11.5320
Cl 10.2681 4.3418 10.1894
Cl 9.2515 2.2673 11.9581
Cl 9.5945 4.9823 12.9464
Cl 7.4842 4.3859 11.0341
C -4.5184 -2.9355 -15.4027
Cl -2.7785 -2.6420 -15.6500
Cl -4.9727 -2.4540 -13.7486
Cl -5.4550 -1.9785 -16.5782
Cl -4.8674 -4.6673 -15.6343
C -6.6417 -7.7226 -17.4416
Cl -5.4675 -7.6696 -18.7806
Cl -5.7739 -7.9194 -15.8981
Cl -7.5744 -6.2048 -17.4092
Cl -7.7512 -9.0965 -17.6786
*
```

Properties
lowest unoccupied orbital energy	1.692	eV
energy above the lowest of the compared OMol25 structures with the same formula, charge and spin	137.78	kcal/mol
gap between HOMO and LUMO	3.06	eV
energy	-724467.0997	eV

---

> What is the formula in the first record?

C29H32B2BrF2I2NO10P